C13H20O in the gas phase. Source: OMol25; level of theory: the ωB97M-V functional and the def2-TZVPD basis.

Last column: Mulliken charge in e.
Positions of all 34 atoms, in Å:
C  1.409  0.448  2.624  -1.494
C  0.864  -2.475  -0.107  -1.603
H  -1.613  0.677  -2.286  0.437
C  -2.387  -2.467  -0.823  -1.531
H  3.670  0.246  1.218  0.321
H  0.808  2.731  -2.810  0.349
H  -3.024  0.210  -0.016  0.640
H  2.365  0.350  3.148  0.482
H  -3.240  -2.507  -0.116  0.301
H  0.049  3.036  -0.007  0.291
C  0.223  0.107  0.277  1.980
C  -1.946  0.109  -0.184  0.558
H  1.680  -2.244  -0.821  0.284
C  -1.078  0.447  0.995  -1.498
C  -1.418  1.039  -1.285  -1.297
H  -2.727  -2.391  -1.856  0.282
H  -1.845  2.059  -1.204  0.339
O  0.377  3.203  -2.053  -0.548
C  2.772  0.197  0.585  -1.424
H  1.669  2.522  -0.589  0.297
C  -0.126  -1.329  -0.076  -0.039
H  1.320  -2.646  0.895  0.263
H  0.758  -0.275  3.066  0.307
H  0.404  -3.449  -0.359  0.428
C  0.621  2.520  -0.819  -0.613
H  0.587  0.572  -1.859  0.652
H  1.021  1.435  2.823  0.300
H  -1.834  -3.374  -0.756  0.404
C  0.106  1.051  -0.991  -0.203
H  -1.221  1.491  1.292  0.358
H  2.991  0.004  -0.495  0.242
H  -1.264  -0.200  1.836  0.479
C  -1.473  -1.345  -0.374  0.168
C  1.501  0.250  1.128  0.088

Atomic forces in eV per Å
0.28 0.05 -0.49
0.05 0.00 0.30
-0.23 -0.09 -0.18
0.27 0.93 0.81
-0.57 0.06 -0.19
-0.46 0.45 1.25
0.09 -0.11 -0.05
0.01 0.08 -0.41
0.25 -0.10 -0.60
0.44 -0.28 -0.79
1.24 0.66 1.15
-1.19 -1.05 -0.03
-0.32 -0.29 0.39
-0.34 1.26 0.32
0.27 0.26 0.33
-0.17 0.32 0.10
0.20 -0.54 0.01
0.33 -0.03 -0.57
-1.75 -0.38 0.09
0.58 0.11 0.29
-1.88 -1.11 -1.07
-0.12 0.38 -0.62
-0.67 -0.45 0.33
0.06 0.62 -0.20
-0.97 -1.30 -0.58
0.39 0.31 0.34
-0.31 0.37 0.26
0.27 -0.96 0.12
0.06 0.14 0.06
0.35 0.10 0.07
-0.49 0.33 0.93
-0.06 -0.14 0.33
1.54 0.50 -0.38
2.84 -0.11 -1.33

As for the SMILES: C=C(C)[C@@]12C[C@@H](C[C@H]1CO)C(C)=C2C. Its energy above the lowest of the compared OMol25 structures with the same formula, charge and spin is 80.3 kJ/mol. Its charge is 0. Its HOMO-LUMO gap is 9.18 eV.